Entry 1:
Molecular formula: C39H44ClN2O2P2Ti
Method: DFT, ωB97M-V/def2-TZVPD

Calculated values
ΔE to the lowest compared entry with this formula, charge and spin = 1.554 eV
net charge = -1
HOMO = -2.319 eV
total energy = -3764.8616 a.u.
spin multiplicity = 1

The geometry in XYZ format:
```
91
Properties=species:S:1:pos:R:3:forces:R:3
Ti -0.2252 -0.7085 -0.1791 0.1 -0.2 0.5
C -2.7238 -2.2113 1.2039 0.0 -0.1 -0.1
N -2.4587 -1.3192 0.0673 0.0 0.3 0.0
C -3.0870 -1.8743 -1.1341 0.0 0.0 0.0
C -3.0146 0.0206 0.3528 0.1 0.0 0.1
C -2.2379 0.6371 1.4923 -0.3 0.3 -0.1
C -2.8793 1.4926 2.3795 0.1 -0.2 0.2
C -2.1626 2.0200 3.4451 0.0 0.1 0.0
C -0.8142 1.7172 3.5842 0.1 0.0 0.0
C -0.1708 0.9132 2.6474 -0.1 0.0 0.0
C -0.8708 0.3472 1.5802 0.0 0.2 -0.3
H -2.3823 -3.2138 0.9552 0.0 0.1 0.0
H -3.8031 -2.2326 1.4100 0.0 0.0 0.0
H -2.1965 -1.8625 2.0881 0.0 0.0 0.0
H -4.1789 -1.8921 -1.0124 0.0 0.0 0.0
H -2.7312 -2.8933 -1.2897 0.0 0.0 0.0
H -2.8256 -1.2717 -2.0014 0.0 0.0 0.0
H -4.0881 -0.0407 0.5862 0.0 -0.1 0.0
H -2.9039 0.6191 -0.5551 0.0 0.0 0.0
H -3.9310 1.7270 2.2504 0.0 0.0 0.0
H -2.6498 2.6774 4.1556 0.0 0.0 0.0
H -0.2453 2.1310 4.4098 0.0 0.0 0.0
H 0.8972 0.7520 2.7373 0.0 0.0 0.0
C -1.3731 4.3035 -3.8990 -0.1 0.1 0.0
P -1.2863 2.8161 -2.8223 0.2 -0.3 0.3
C -2.8559 1.9733 -3.3234 -0.1 0.1 -0.1
C -1.7924 3.6117 -1.2300 0.0 0.1 -0.2
C -3.0676 4.1591 -1.1105 -0.1 0.0 0.0
C -3.4700 4.8311 0.0345 0.1 0.0 0.0
C -2.5673 4.9712 1.0767 0.0 0.0 0.0
C -1.2976 4.4253 0.9702 0.0 0.0 0.2
C -0.8809 3.7302 -0.1664 0.2 -0.1 0.0
P 0.7280 2.7812 -0.1453 -0.4 0.1 -0.2
C 1.7077 3.6355 -1.4650 0.0 0.0 0.1
C 1.5726 3.5488 1.2832 0.0 0.0 0.1
H -2.3233 4.8350 -3.8014 0.0 0.0 0.0
H -1.2334 4.0033 -4.9385 0.0 0.0 0.0
H -0.5610 4.9799 -3.6299 0.0 0.0 0.0
H -3.5267 2.6345 -3.8784 0.0 0.0 0.0
H -3.3862 1.6055 -2.4467 0.0 0.0 0.0
H -2.6128 1.1129 -3.9460 0.0 0.0 0.0
H -3.7677 4.0591 -1.9334 0.0 0.0 0.0
H -4.4706 5.2384 0.1076 0.0 0.0 0.0
H -2.8521 5.4904 1.9837 0.0 0.0 0.0
H -0.6256 4.5198 1.8133 0.0 0.0 0.0
H 1.4842 4.7040 -1.5122 0.0 0.0 0.0
H 1.5348 3.1736 -2.4329 -0.1 0.0 -0.1
H 2.7635 3.5142 -1.2121 0.0 0.0 0.0
H 1.5716 4.6407 1.2317 0.0 0.0 0.0
H 2.6010 3.1838 1.2781 0.0 0.0 0.0
H 1.1364 3.2234 2.2263 0.0 0.0 0.0
N 0.3487 -2.4853 0.1114 -0.1 -0.1 -0.4
C 0.6445 -3.5494 -0.4904 0.5 -0.4 -0.2
C -0.3870 -4.6209 -0.7493 0.1 0.3 0.2
C -1.0131 -5.2508 0.3181 -0.1 -0.1 0.0
C -2.0026 -6.1986 0.0867 0.1 0.1 0.0
C -2.3750 -6.5058 -1.2146 0.0 0.0 0.0
C -1.7487 -5.8768 -2.2837 0.0 0.0 0.0
C -0.7448 -4.9473 -2.0520 -0.1 0.0 0.0
C 2.0383 -3.8569 -0.9921 -0.5 0.1 0.2
C 2.9493 -2.8163 -1.1265 0.2 0.0 0.0
C 4.2447 -3.0822 -1.5438 -0.1 0.0 0.0
C 4.6305 -4.3867 -1.8229 0.1 0.0 0.0
C 3.7256 -5.4302 -1.6849 -0.1 0.1 0.0
C 2.4268 -5.1635 -1.2728 0.1 -0.1 -0.1
H -0.7270 -4.9865 1.3290 0.0 0.0 0.0
H -2.4848 -6.6865 0.9243 0.0 0.0 0.0
H -3.1541 -7.2352 -1.3965 0.0 0.0 0.0
H -2.0373 -6.1127 -3.3000 0.0 0.0 0.0
H -0.2451 -4.4607 -2.8811 0.0 0.0 0.0
H 2.6606 -1.8068 -0.8728 0.0 0.0 0.0
H 4.9502 -2.2665 -1.6281 0.0 0.0 0.0
H 5.6456 -4.5922 -2.1407 0.0 0.0 0.0
H 4.0280 -6.4491 -1.8921 0.0 0.0 0.0
H 1.7230 -5.9788 -1.1588 0.0 0.0 0.0
Cl 6.1968 2.3990 5.0463 -0.1 -0.1 -0.1
C 5.1840 1.7143 3.7700 0.1 0.1 0.1
C 5.3759 2.0807 2.4441 0.1 0.1 0.0
C 4.5882 1.5530 1.4463 -0.1 0.0 0.0
C 3.5305 0.6113 1.7028 0.1 0.1 0.1
C 2.7133 0.1107 0.7063 -0.2 0.0 0.0
C 3.4055 0.2474 3.0885 -0.1 0.0 -0.1
C 4.1954 0.7880 4.0776 0.0 0.0 0.1
H 6.1561 2.7910 2.1959 0.0 0.0 0.0
H 4.7727 1.8562 0.4208 0.0 0.0 0.0
H 1.9505 -0.6203 0.9627 0.1 -0.2 0.0
H 2.8354 0.3916 -0.3311 0.0 0.0 0.0
H 2.6671 -0.4993 3.3625 0.0 0.0 0.0
H 4.0551 0.4777 5.1068 0.0 0.0 0.0
O 0.6298 -0.1449 -1.7091 -0.4 0.1 -0.1
O -0.8183 -0.2509 -1.8427 0.4 -0.1 0.0
```
Forces are in eV/Å.

Entry 2:
Molecular formula: C39H44CoN9O4S2
Method: DFT, ωB97M-V/def2-TZVPD

Calculated values
ΔE to the lowest compared entry with this formula, charge and spin = 4.609 eV
net charge = -1
HOMO (alpha / beta) = -3.402 / -4.882 eV
total energy = -4485.3954 a.u.
spin multiplicity = 2
⟨S²⟩ = 0.8043

The geometry in XYZ format:
```
99
Properties=species:S:1:pos:R:3:forces:R:3
Co 0.5843 0.8581 0.3763 -0.4 0.1 -0.1
C 3.2380 -0.8704 -2.2393 0.0 0.0 0.0
C 2.2631 -0.5689 -1.1487 0.1 0.0 0.0
N 1.4849 0.4676 -1.1814 0.0 -0.1 0.1
N 1.3421 1.3219 -2.2250 0.0 0.1 -0.1
C 0.5900 2.3266 -1.8269 0.2 0.2 -0.1
O 0.1700 2.5083 -0.6331 -0.2 -0.2 0.2
C 0.1921 3.3181 -2.8637 -0.1 0.0 0.0
C 0.7308 3.2817 -4.1469 0.0 0.0 0.0
C 0.3061 4.1842 -5.1066 0.0 0.0 0.0
C -0.6658 5.1274 -4.7982 0.0 0.0 0.0
C -1.2045 5.1682 -3.5203 0.0 0.0 0.0
C -0.7753 4.2695 -2.5555 0.1 0.0 0.0
C 2.0868 -1.3422 0.0512 -0.1 -0.1 0.1
C 2.8617 -2.4856 0.3237 0.0 0.0 -0.1
C 2.9115 -3.2161 1.4872 0.1 -0.1 -0.1
C 2.0808 -3.1732 2.6495 0.0 0.0 0.1
C 0.8168 -2.7155 2.7716 -0.1 0.0 -0.1
N 1.1514 -0.8612 0.9335 -0.1 -0.2 -0.2
H 3.0255 -0.2347 -3.0956 0.0 0.0 0.0
H 3.1876 -1.9160 -2.5409 0.0 0.0 0.0
H 4.2530 -0.6625 -1.8957 0.0 0.0 0.0
H 1.4762 2.5330 -4.3747 0.0 0.0 0.0
H 0.7335 4.1534 -6.1011 0.0 0.0 0.0
H -1.0054 5.8240 -5.5545 0.0 0.0 0.0
H -1.9598 5.9038 -3.2737 0.0 0.0 0.0
H -1.1842 4.2815 -1.5552 0.0 0.0 0.0
H 3.5989 -2.7429 -0.4287 0.0 0.0 0.0
H 3.7286 -3.9285 1.5520 0.0 0.0 0.0
H 2.5090 -3.6371 3.5346 0.0 0.0 0.0
H 0.2880 -2.8280 3.7080 0.0 0.0 0.0
C -0.4792 6.5773 5.7043 0.0 0.0 0.1
O -1.0049 6.4446 4.4016 0.0 0.0 -0.1
C -2.0867 5.6292 4.2466 0.0 0.0 0.0
C -2.9031 5.2101 5.2888 0.1 0.1 0.0
C -3.9597 4.3476 5.0230 0.0 -0.1 -0.1
C -4.1870 3.8629 3.7443 0.3 -0.2 0.1
C -3.4119 4.3647 2.6890 -0.2 0.0 0.0
C -2.3773 5.2355 2.9375 0.0 0.1 0.1
N -5.2757 2.9571 3.5905 -0.4 0.1 -0.8
N -5.3114 2.0502 2.7203 0.0 -0.2 0.8
C -4.1909 1.5340 2.0471 0.1 0.1 -0.3
C -4.4323 1.0617 0.7644 0.0 0.1 0.1
C -3.4354 0.6127 -0.0968 0.2 0.0 0.0
C -2.0957 0.6560 0.3039 0.1 0.0 -0.1
O -1.0954 0.2334 -0.3822 -0.1 0.1 0.1
C -1.8366 1.1432 1.6421 0.0 -0.1 0.0
N -0.5242 1.1811 1.9765 0.0 -0.2 0.0
C -0.1740 1.3129 3.2327 0.0 0.1 -0.1
C -1.1386 1.4055 4.2469 -0.1 0.1 0.0
C -2.4659 1.4858 3.9142 0.1 0.0 0.0
C -2.8573 1.4239 2.5582 0.0 0.1 0.0
H 0.4823 7.0732 5.5960 0.0 0.0 0.0
H -0.3346 5.5981 6.1699 0.0 0.0 0.0
H -1.1275 7.1867 6.3422 0.0 0.0 0.0
H -2.7374 5.5544 6.2998 0.0 0.0 0.0
H -4.6099 4.0164 5.8232 0.0 0.0 0.0
H -3.6215 4.0678 1.6710 0.0 -0.1 0.0
H -1.7605 5.6074 2.1309 0.0 0.0 0.0
H -5.4628 1.0852 0.4288 0.0 0.0 0.0
H -3.6732 0.2411 -1.0836 0.0 0.0 0.0
H 0.8855 1.3367 3.4422 0.0 0.0 0.0
H -0.8210 1.4402 5.2791 0.0 0.0 0.0
H -3.2158 1.5635 4.6891 0.0 0.1 0.0
C -5.0401 -4.3357 5.3912 0.0 0.0 0.0
C -4.7615 -2.8440 5.5355 0.0 0.0 0.0
C -5.1087 -2.0368 4.2832 0.0 -0.1 0.0
C -4.4854 -2.5746 3.0015 0.0 0.0 0.1
N -3.0447 -2.7502 3.1428 -0.1 0.2 -0.1
C -2.2257 -3.4091 2.3122 -0.1 -0.2 0.2
S -0.0607 -1.9997 1.4434 0.5 0.4 0.0
N -2.8386 -4.0574 1.3232 0.0 0.1 0.0
C -2.0640 -4.7240 0.2756 0.1 0.0 0.0
C -0.9946 -5.6641 0.8200 -0.1 0.0 0.0
C -1.5022 -7.0427 1.2382 0.0 0.0 0.0
C -2.4459 -7.0273 2.4365 0.0 0.0 0.0
H -4.8891 -4.8574 6.3371 0.0 0.0 0.0
H -4.3757 -4.7898 4.6555 0.0 0.0 0.0
H -6.0701 -4.5129 5.0734 0.0 0.0 0.0
H -3.7080 -2.7002 5.7897 0.0 0.0 0.0
H -5.3393 -2.4418 6.3722 0.0 0.0 0.0
H -4.8070 -0.9993 4.4164 0.1 0.2 0.0
H -6.1937 -2.0208 4.1495 0.0 0.0 0.0
H -4.7099 -1.8963 2.1723 -0.1 0.0 -0.1
H -4.9322 -3.5469 2.7698 0.0 0.0 0.0
H -2.5841 -2.1118 3.7722 0.0 -0.1 0.0
H -3.8154 -3.8988 1.1020 0.0 0.0 0.0
H -1.5885 -3.9660 -0.3532 0.0 0.0 0.0
H -2.7763 -5.2785 -0.3436 0.0 0.0 0.0
H -0.5129 -5.1662 1.6639 0.1 0.0 0.0
H -0.2322 -5.7815 0.0460 0.0 0.0 0.0
H -0.6372 -7.6683 1.4775 0.0 0.0 0.0
H -2.0020 -7.5188 0.3870 0.0 0.0 0.0
H -1.9806 -6.5252 3.2861 0.0 0.0 0.0
H -2.7110 -8.0418 2.7392 0.0 0.0 0.0
H -3.3681 -6.4920 2.2132 0.0 0.0 0.0
O 4.2468 2.8126 1.9192 0.0 -0.1 0.0
S 3.1221 1.9001 2.1465 -0.1 -0.1 -0.1
N 2.1602 1.6564 1.0704 0.3 0.3 0.1
```
Forces are in eV/Å.